The following is a DFT calculation (ωB97M-V/def2-TZVPD) of C38H35N5O6S2 in the gas phase.

Geometry (Å):
C (4.591, 2.131, -1.457)
N (3.779, 1.549, -0.413)
C (2.339, 1.679, -0.499)
C (1.833, 3.117, -0.761)
C (0.334, 3.062, -0.780)
C (-0.344, 2.905, -1.984)
C (-1.705, 2.670, -2.003)
C (-2.406, 2.597, -0.808)
O (-3.748, 2.255, -0.827)
S (-4.017, 0.663, -1.041)
O (-5.015, 0.510, -2.045)
O (-2.745, 0.035, -1.242)
C (-4.641, 0.228, 0.567)
C (-3.847, -0.531, 1.374)
C (-4.280, -0.884, 2.663)
C (-5.498, -0.458, 3.116)
C (-6.325, 0.344, 2.302)
C (-7.586, 0.831, 2.721)
N (-8.354, 1.583, 1.986)
C (-7.938, 1.920, 0.756)
C (-6.742, 1.518, 0.218)
C (-5.895, 0.703, 0.994)
C (-1.753, 2.791, 0.400)
C (-0.390, 3.029, 0.407)
C (1.791, 0.769, -1.605)
O (2.192, 0.891, -2.753)
N (0.840, -0.126, -1.284)
C (0.236, -0.419, -0.003)
C (0.367, -1.927, 0.284)
N (-0.285, -2.709, -0.744)
C (-1.652, -2.961, -0.617)
C (-2.142, -3.452, 0.599)
C (-3.483, -3.734, 0.769)
C (-4.378, -3.542, -0.269)
C (-3.901, -3.095, -1.489)
C (-2.560, -2.818, -1.669)
C (0.286, -2.382, -2.033)
C (0.191, -0.884, -2.344)
S (4.401, 1.824, 1.121)
O (3.463, 1.287, 2.068)
O (4.805, 3.192, 1.295)
C (5.872, 0.804, 1.078)
C (7.085, 1.401, 1.270)
C (8.267, 0.644, 1.224)
C (8.210, -0.700, 0.977)
C (6.968, -1.338, 0.775)
C (6.846, -2.722, 0.513)
N (5.710, -3.329, 0.325)
C (4.581, -2.608, 0.388)
C (4.547, -1.260, 0.633)
C (5.766, -0.580, 0.831)
H (4.704, 3.212, -1.327)
H (4.128, 1.907, -2.415)
H (5.576, 1.667, -1.414)
H (1.989, 1.376, 0.486)
H (2.211, 3.459, -1.724)
H (2.209, 3.766, 0.032)
H (0.206, 2.930, -2.912)
H (-2.233, 2.510, -2.930)
H (-2.895, -0.867, 0.998)
H (-3.643, -1.494, 3.284)
H (-5.846, -0.723, 4.104)
H (-7.959, 0.582, 3.706)
H (-8.623, 2.546, 0.202)
H (-6.442, 1.798, -0.778)
H (-2.313, 2.736, 1.322)
H (0.124, 3.161, 1.347)
H (0.692, 0.143, 0.808)
H (-0.827, -0.157, -0.070)
H (-0.063, -2.140, 1.261)
H (1.428, -2.198, 0.304)
H (-1.462, -3.633, 1.419)
H (-3.830, -4.111, 1.720)
H (-5.429, -3.748, -0.132)
H (-4.583, -2.946, -2.313)
H (-2.237, -2.461, -2.632)
H (-0.198, -2.969, -2.812)
H (1.344, -2.670, -1.998)
H (0.690, -0.647, -3.284)
H (-0.859, -0.575, -2.383)
H (7.110, 2.464, 1.454)
H (9.216, 1.135, 1.381)
H (9.110, -1.294, 0.932)
H (7.735, -3.340, 0.460)
H (3.676, -3.179, 0.229)
H (3.622, -0.714, 0.688)

Output
structure (SMILES)	CN([C@@H](Cc1ccc(OS(=O)(=O)c2cccc3cnccc23)cc1)C(=O)N1CCN(c2ccccc2)CC1)S(=O)(=O)c1cccc2cnccc12
electronic energy	-2990.6658	a.u.
HOMO	-7.816	eV


The following is a DFT calculation (ωB97M-V/def2-TZVPD) of a molecular structure, C38H35N8O5S2Zr.

Geometry (Å):
Zr (0.985, -0.863, 0.368)
C (-1.066, -2.834, 3.739)
C (-0.127, -3.226, 4.695)
C (1.197, -2.949, 4.477)
C (1.598, -2.269, 3.312)
N (0.680, -1.881, 2.399)
C (-0.621, -2.182, 2.624)
N (2.946, -2.072, 3.177)
C (3.505, -1.347, 2.275)
N (2.924, -0.585, 1.270)
C (3.966, -0.027, 0.516)
N (3.923, 0.736, -0.512)
C (2.812, 1.288, -1.092)
C (3.039, 2.018, -2.267)
C (2.004, 2.703, -2.858)
C (0.737, 2.662, -2.266)
C (0.572, 1.889, -1.144)
N (1.570, 1.192, -0.564)
C (5.253, -0.462, 1.079)
C (6.553, -0.199, 0.693)
C (7.565, -0.770, 1.453)
C (7.278, -1.571, 2.559)
C (5.968, -1.831, 2.938)
C (4.969, -1.258, 2.175)
H (-2.119, -3.043, 3.857)
H (-0.439, -3.748, 5.589)
H (1.972, -3.239, 5.170)
H (-1.326, -1.861, 1.868)
H (4.044, 2.029, -2.662)
H (2.170, 3.275, -3.761)
H (-0.103, 3.202, -2.679)
H (-0.397, 1.795, -0.678)
H (6.762, 0.419, -0.169)
H (8.599, -0.596, 1.185)
H (8.094, -1.998, 3.126)
H (5.731, -2.453, 3.790)
C (0.565, -2.782, -6.990)
C (0.213, -2.661, -5.536)
C (-0.364, -3.733, -4.855)
C (-0.724, -3.621, -3.526)
C (-0.482, -2.425, -2.859)
C (0.085, -1.342, -3.514)
C (0.426, -1.468, -4.848)
S (-0.938, -2.341, -1.161)
O (-2.230, -2.910, -0.973)
O (-0.873, -0.868, -0.766)
N (0.190, -2.905, -0.212)
C (1.308, -3.709, -0.684)
C (2.471, -2.769, -1.070)
O (3.610, -3.137, -1.159)
O (2.060, -1.509, -1.231)
H (0.865, -3.798, -7.241)
H (1.374, -2.105, -7.261)
H (-0.301, -2.530, -7.606)
H (-0.541, -4.665, -5.379)
H (-1.202, -4.445, -3.011)
H (0.259, -0.413, -2.990)
H (0.868, -0.626, -5.366)
H (1.078, -4.345, -1.541)
H (1.644, -4.361, 0.121)
C (-6.279, 1.691, 3.619)
C (-4.770, 1.493, 3.548)
C (-4.138, 2.450, 2.546)
N (-2.689, 2.256, 2.463)
C (-2.015, 1.499, 1.612)
S (-0.444, 1.002, 2.048)
N (-2.594, 1.143, 0.431)
C (-3.409, 1.887, -0.462)
O (-4.037, 1.276, -1.288)
C (-3.404, 3.376, -0.397)
C (-2.283, 4.123, -0.042)
C (-2.333, 5.507, -0.085)
C (-3.503, 6.150, -0.466)
C (-4.620, 5.409, -0.828)
C (-4.567, 4.026, -0.807)
H (-6.727, 1.006, 4.336)
H (-6.743, 1.510, 2.648)
H (-6.527, 2.708, 3.928)
H (-4.535, 0.467, 3.250)
H (-4.321, 1.651, 4.533)
H (-4.315, 3.488, 2.832)
H (-4.587, 2.314, 1.566)
H (-2.162, 2.524, 3.282)
H (-2.276, 0.267, 0.023)
H (-1.359, 3.639, 0.249)
H (-1.457, 6.085, 0.176)
H (-3.541, 7.231, -0.491)
H (-5.529, 5.909, -1.135)
H (-5.419, 3.432, -1.111)

Output
electronic energy	-3126.8068	a.u.
HOMO	-10.892	eV
total charge	+1
ΔE to the lowest compared entry with this formula, charge and spin	6.01	kcal per mole


The following is a DFT calculation (ωB97M-V/def2-TZVPD) of a molecular structure, C38H36B2ClF4N4O4P2Sr.

Geometry (Å):
Sr (1.027, 0.477, 1.350)
C (-1.842, -2.333, 0.886)
C (-3.189, -2.442, 0.130)
P (-3.095, -1.746, -1.578)
C (-1.944, -2.941, -2.343)
C (-0.951, -2.431, -3.179)
C (-0.083, -3.289, -3.851)
C (-0.201, -4.661, -3.686)
C (-1.181, -5.179, -2.843)
C (-2.047, -4.324, -2.177)
C (-4.720, -2.333, -2.222)
C (-4.859, -3.027, -3.427)
C (-6.119, -3.363, -3.915)
C (-7.264, -3.006, -3.214)
C (-7.142, -2.292, -2.026)
C (-5.884, -1.950, -1.543)
P (-1.589, -1.034, 2.237)
C (-3.003, 0.130, 2.056)
C (-3.805, 0.504, 3.136)
C (-4.749, 1.516, 3.004)
C (-4.894, 2.187, 1.797)
C (-4.082, 1.847, 0.724)
C (-3.138, 0.836, 0.858)
C (-2.176, -2.095, 3.626)
C (-3.469, -2.630, 3.636)
C (-3.889, -3.456, 4.669)
C (-3.020, -3.766, 5.713)
C (-1.735, -3.246, 5.714)
C (-1.316, -2.410, 4.679)
H (-1.019, -2.218, 0.184)
H (-1.639, -3.258, 1.422)
H (-3.980, -1.909, 0.658)
H (-3.496, -3.485, 0.044)
H (-0.853, -1.355, -3.283)
H (0.686, -2.884, -4.498)
H (0.480, -5.332, -4.199)
H (-1.263, -6.252, -2.700)
H (-2.812, -4.739, -1.527)
H (-3.975, -3.311, -3.986)
H (-6.205, -3.906, -4.850)
H (-8.244, -3.275, -3.593)
H (-8.030, -1.995, -1.477)
H (-5.806, -1.366, -0.629)
H (-3.682, 0.014, 4.095)
H (-5.365, 1.792, 3.854)
H (-5.615, 2.992, 1.704)
H (-4.166, 2.382, -0.217)
H (-2.475, 0.617, 0.030)
H (-4.156, -2.394, 2.829)
H (-4.898, -3.855, 4.663)
H (-3.349, -4.413, 6.520)
H (-1.052, -3.483, 6.522)
H (-0.309, -2.012, 4.684)
C (6.341, 0.149, -1.888)
C (5.625, -0.249, -0.772)
C (4.318, 0.181, -0.595)
C (3.721, 0.984, -1.549)
C (4.432, 1.389, -2.672)
C (5.743, 0.973, -2.839)
N (2.354, 1.398, -1.281)
N (1.799, 1.845, -2.264)
C (0.442, 2.316, -2.187)
C (0.229, 3.671, -2.401)
C (-1.066, 4.114, -2.537)
C (-2.105, 3.188, -2.493)
C (-1.779, 1.864, -2.283)
N (-0.521, 1.426, -2.117)
H (7.368, -0.173, -2.017)
H (6.078, -0.898, -0.031)
H (3.756, -0.130, 0.274)
H (3.952, 2.036, -3.391)
H (6.300, 1.290, -3.714)
H (1.076, 4.350, -2.423)
H (-1.266, 5.165, -2.701)
H (-3.139, 3.488, -2.625)
H (-2.547, 1.094, -2.255)
O (1.064, 0.128, 3.624)
Cl (1.977, -0.992, 3.344)
O (1.207, -2.063, 2.756)
O (2.633, -1.405, 4.545)
O (2.941, -0.511, 2.352)
F (0.179, 3.824, 2.491)
B (0.689, 3.240, 1.347)
F (-0.242, 2.221, 0.869)
F (1.906, 2.510, 1.643)
F (0.943, 4.154, 0.330)
B (2.571, -3.420, -0.997)
C (1.791, -2.104, -0.591)
N (1.248, -1.128, -0.283)
H (1.772, -4.344, -1.034)
H (3.420, -3.596, -0.132)
H (3.078, -3.224, -2.093)

Output
electronic energy	-3612.5497	a.u.
HOMO	-6.362	eV
total charge	-1
ΔE to the lowest compared entry with this formula, charge and spin	47.41	kcal per mole